#1
Density functional theory data (ωB97M-V/def2-TZVPD) for one molecule with the formula C3H5ClFN.

Structure (XYZ):
```
11
C3H5ClFN, DFT ωB97M-V/def2-TZVPD
F 1.42194 -1.41499 0.54758
C 0.20984 -1.05985 0.90117
Cl 0.34374 -0.94445 2.75384
C 0.08415 0.23951 0.11395
C -0.21103 0.38747 -1.22078
N -1.17003 0.88956 -0.30737
H -0.53875 -1.74899 0.46480
H 0.82015 0.97961 0.65082
H 0.57677 1.14306 -1.67005
H -0.49231 -0.31652 -1.99390
H -1.04446 1.84560 -0.24007
```

* total charge: 0
* structure (SMILES): F[C@@H](Cl)[C@H]1CN1
* HOMO: -10.513 eV
* LUMO level: 0.94 eV
* frontier orbital gap: 11.456 eV


#2
Density functional theory data (ωB97M-V/def2-TZVPD) for one molecule with the formula C3H5ClFN.

Structure (XYZ):
```
11
C3H5ClFN, DFT ωB97M-V/def2-TZVPD
F 0.15843 -0.74169 1.49458
C -0.15339 0.22472 0.51219
Cl 0.77960 1.71005 0.55370
C 0.07165 -0.56584 -0.71855
C -1.20978 -0.65288 -1.62338
N -0.35957 -1.91066 -0.98478
H -1.19858 0.49873 0.50608
H 1.09677 -0.45718 -1.28216
H -2.16869 -0.06795 -1.22945
H -1.07369 -0.43418 -2.74410
H -1.06871 -2.59648 -0.24254
```

* total charge: 0
* structure (SMILES): F[C@@H](Cl)[C@@H]1CN1
* HOMO: -10.001 eV
* LUMO level: 0.93 eV
* frontier orbital gap: 10.934 eV


#1 ends up most stable, edging out the next structure by 0.0398 hartree.


#1
Density functional theory data (ωB97M-V/def2-TZVPD) for a 2-piece molecular cluster, C3H7IN overall.

Structure (XYZ):
```
12
C3H7IN, DFT ωB97M-V/def2-TZVPD
C -1.45183 -0.15511 0.07913
C 0.68643 -0.81358 0.94408
C 0.53692 0.41312 -1.08374
N -0.19926 -0.15859 -0.07906
I -0.49074 0.97927 -2.89739
H -2.17936 0.35795 -0.61949
H -1.99475 -0.46029 0.89055
H 1.81234 -0.68207 0.70278
H 0.31025 -1.77121 1.07353
H 0.55640 -0.29421 1.87080
H 0.85384 2.26549 0.26563
H 1.55975 0.31924 -1.14682
```

* total charge: +1
* HOMO (spin up / spin down): -13.552 / -14.320 eV
* LUMO level (spin up / spin down): -5.21 / -6.32 eV
* frontier orbital gap (spin up / spin down): 8.340 / 8.002 eV


#2
Density functional theory data (ωB97M-V/def2-TZVPD) for a 2-piece molecular cluster, C3H7IN overall.

Structure (XYZ):
```
12
C3H7IN, DFT ωB97M-V/def2-TZVPD
C 1.38695 0.88113 0.63474
C 0.92878 1.34836 -0.69317
C -0.15632 -1.06161 -0.47937
N 0.41648 0.27706 -0.24283
I -3.46502 0.07546 0.44149
H 2.32477 0.37664 0.75053
H 1.03052 1.48246 1.55315
H 1.26278 1.76864 -1.68771
H -0.58679 -0.92586 -1.55141
H 0.74374 -1.65208 -0.30442
H -0.95348 -1.16681 0.20009
H -2.98293 0.81338 1.71063
```

* total charge: +1
* HOMO: -13.433 eV
* LUMO level: -5.49 eV
* frontier orbital gap: 7.946 eV


#2 ends up most stable, edging out the next structure by 0.0778 hartree.


#1
Density functional theory data (ωB97M-V/def2-TZVPD) for a 2-piece molecular cluster, C4H6ClN overall.

Structure (XYZ):
```
12
C4H6ClN, DFT ωB97M-V/def2-TZVPD
C -0.19231 -0.16329 -0.74255
C -0.95878 0.45643 0.17183
N -0.23832 1.46100 0.83754
C 0.86062 1.62627 0.24413
C 1.07113 0.57040 -0.86602
H -0.44361 -1.01548 -1.29160
H -1.89803 0.32491 0.64893
H 1.49282 2.34320 0.70606
H 1.89757 -0.05490 -0.72646
H 1.46997 1.09927 -1.76711
Cl -1.36085 -2.18799 2.66691
H -2.30285 -3.16067 2.50150
```

* total charge: 0
* structure (SMILES): C1=CN=CC1.Cl
* HOMO: -9.104 eV
* LUMO level: 0.73 eV
* frontier orbital gap: 9.830 eV


#2
Density functional theory data (ωB97M-V/def2-TZVPD) for one molecule with the formula C4H6ClN.

Structure (XYZ):
```
12
C4H6ClN, DFT ωB97M-V/def2-TZVPD
C 0.51437 1.01118 -0.81260
C 0.36894 0.01413 0.32671
C 0.99299 -1.30986 -0.00568
N 1.42480 -2.28849 -0.34681
C -1.12604 -0.21531 0.74273
Cl -2.05370 -1.04738 -0.51130
H 0.21717 0.42257 -1.66831
H -0.08847 1.90165 -0.66344
H 1.57324 1.27934 -0.92847
H 0.87625 0.36370 1.21036
H -1.62455 0.69536 1.03156
H -1.07498 -0.82689 1.62526
```

* total charge: 0
* structure (SMILES): C[C@H](C#N)CCl
* HOMO: -11.100 eV
* LUMO level: 0.72 eV
* frontier orbital gap: 11.818 eV


#2 ends up most stable, edging out the next structure by 0.0472 hartree.


#1
Density functional theory data (ωB97M-V/def2-TZVPD) for C37H58ClN4OPPdSi3 as an isolated structure.

Structure (XYZ):
```
106
C37H58ClN4OPPdSi3, DFT ωB97M-V/def2-TZVPD
Pd 0.20672 1.18461 -0.73370
C 2.49121 4.81503 0.11502
O 1.55837 3.87719 -0.34348
Si 1.01218 3.79085 -1.92791
C 0.35735 5.56513 -2.25162
C 2.63386 3.86253 -2.93551
C -0.27721 2.56376 -2.38411
Si 0.51586 1.05318 -3.21918
C -0.27657 -0.61439 -3.71658
C 0.66303 1.70011 -5.03938
C 2.33048 0.48977 -2.87110
Si -1.70154 2.74482 -1.13022
C -2.80449 4.04850 -2.03607
C -3.15071 1.62548 -0.59883
C -1.37403 3.65777 0.53585
H 2.15366 5.84884 -0.04797
H 3.46936 4.69934 -0.37285
H 2.63703 4.66706 1.19127
H 1.17616 6.29853 -2.27682
H -0.35650 5.88961 -1.48277
H -0.15648 5.59676 -3.22013
H 3.02344 4.88740 -2.92564
H 2.48285 3.57180 -3.97966
H 3.40573 3.20263 -2.51709
H -1.25659 -0.46250 -4.19929
H -0.38510 -1.31626 -2.88561
H 0.38455 -1.06706 -4.46762
H -0.34710 1.78515 -5.46830
H 1.24871 1.01403 -5.67682
H 1.12032 2.69512 -5.09554
H 2.51549 0.48845 -1.79505
H 3.05892 1.15884 -3.34669
H 2.50443 -0.52942 -3.23822
H -3.19639 3.60977 -2.96646
H -2.23932 4.94918 -2.30696
H -3.66689 4.35674 -1.41804
H -3.66062 1.18437 -1.46146
H -3.86963 2.26323 -0.06187
H -2.85918 0.79962 0.05580
H -0.98879 4.67350 0.37109
H -0.60897 3.12477 1.10302
H -2.28880 3.72292 1.13961
Cl 6.02063 1.45444 1.71180
C 4.30711 1.64345 2.02460
C 3.87092 1.90322 3.30758
C 2.50172 2.01041 3.49882
C 1.65844 1.84454 2.40897
N 2.09233 1.63966 1.17120
C 3.39810 1.54639 0.97865
H 4.57212 2.00536 4.12590
H 2.09693 2.20454 4.48598
H 0.58123 1.87884 2.53696
H 3.74197 1.37956 -0.03806
C -2.44347 -3.69353 -2.53333
C -3.42658 -2.63616 -2.01473
C -4.51266 -2.39829 -3.06105
C -4.06949 -3.14100 -0.71859
N -2.83167 -1.33408 -1.74927
N -1.63308 -1.43924 -0.95141
H -2.95755 -4.64927 -2.69413
H -1.64857 -3.84303 -1.80505
H -1.98947 -3.36832 -3.47568
H -5.08619 -3.31373 -3.23556
H -4.06575 -2.07968 -4.00962
H -5.19006 -1.60911 -2.72066
H -4.75646 -3.96813 -0.92341
H -4.61925 -2.32217 -0.24371
H -3.30449 -3.49476 -0.01858
H -2.55020 -0.90289 -2.61935
H -1.07776 -0.53934 -0.98434
H -1.94022 -1.48914 0.01076
N 0.70909 -0.58774 0.69344
P 0.58438 -1.64521 1.75944
C 1.03567 -3.39300 1.29410
C 1.69401 -4.31858 2.10246
C 2.07210 -5.56183 1.60049
C 1.79413 -5.89295 0.28201
C 1.15075 -4.97217 -0.53878
C 0.78341 -3.72584 -0.04198
C 1.62344 -1.48537 3.29441
C 1.13187 -1.13490 4.54908
C 1.99960 -0.89198 5.61217
C 3.37283 -0.97940 5.42884
C 3.87975 -1.29179 4.17127
C 3.01097 -1.52762 3.11478
C -1.09411 -1.91138 2.52369
C -1.53852 -3.06949 3.15732
C -2.85278 -3.16899 3.60214
C -3.73747 -2.11175 3.41613
C -3.30812 -0.95300 2.78002
C -1.99479 -0.86042 2.32970
H 1.91181 -4.06893 3.13613
H 2.58911 -6.27048 2.23805
H 2.08501 -6.86296 -0.10557
H 0.94968 -5.22239 -1.57504
H 0.30610 -2.97711 -0.67051
H 0.05957 -1.06993 4.70132
H 1.60030 -0.63746 6.58810
H 4.04647 -0.80056 6.25945
H 4.95204 -1.34317 4.01603
H 3.39497 -1.75093 2.12344
H -0.85216 -3.89721 3.30703
H -3.19092 -4.07537 4.09193
H -4.76150 -2.19570 3.76143
H -3.99326 -0.12766 2.62252
H -1.63676 0.01799 1.79715
```

* total charge: -2
* HOMO: -0.633 eV
* LUMO level: 4.14 eV
* frontier orbital gap: 4.768 eV


#2
Density functional theory data (ωB97M-V/def2-TZVPD) for C37H58ClN4OPPdSi3 as an isolated structure.

Structure (XYZ):
```
106
C37H58ClN4OPPdSi3, DFT ωB97M-V/def2-TZVPD
Pd 0.17263 0.55759 0.33528
C 2.29407 4.19629 -1.18935
O 1.40618 3.27723 -0.62639
Si -0.27733 3.45926 -0.69183
C -0.60031 4.94095 0.45317
C -0.59079 4.21701 -2.41172
C -1.27131 2.00253 -0.33607
Si -1.56518 0.79895 -1.69584
C -2.34617 -0.91550 -1.38864
C -2.94926 1.48346 -2.87162
C -0.17910 0.54740 -2.98325
Si -2.11128 1.82980 1.28194
C -3.53917 3.12166 1.43579
C -3.09086 0.24347 1.64736
C -1.14916 2.19506 2.88457
H 2.09079 5.23186 -0.87388
H 2.27246 4.17129 -2.28688
H 3.30950 3.94234 -0.86940
H 0.11591 5.74479 0.24991
H -0.50880 4.66942 1.50661
H -1.60479 5.34001 0.29061
H -0.03666 5.15268 -2.54411
H -1.65563 4.43851 -2.51902
H -0.30832 3.54009 -3.22028
H -3.34721 -0.79729 -0.97262
H -1.76918 -1.54916 -0.71305
H -2.46354 -1.42081 -2.35714
H -3.88751 1.61099 -2.31971
H -3.13982 0.80989 -3.71723
H -2.66956 2.46061 -3.27658
H 0.78401 0.31343 -2.52728
H -0.05423 1.44525 -3.59560
H -0.46065 -0.26381 -3.66630
H -4.26757 2.97518 0.63066
H -3.16127 4.14408 1.35504
H -4.06439 3.03142 2.39477
H -3.89375 0.11832 0.91746
H -3.55877 0.33267 2.63506
H -2.44453 -0.63566 1.63460
H -0.81299 3.23559 2.92703
H -0.27641 1.54803 2.98033
H -1.81687 2.02901 3.74026
Cl -0.44828 -6.98142 2.03347
C -1.52018 -5.62242 1.82458
C -2.86368 -5.83177 1.57967
C -3.66697 -4.71836 1.39716
C -3.08804 -3.45789 1.47671
N -1.79464 -3.27240 1.71158
C -1.01403 -4.33172 1.87422
H -3.25955 -6.83724 1.52272
H -4.72350 -4.82462 1.18823
H -3.67189 -2.55522 1.33132
H 0.04492 -4.14778 2.00380
C 0.31359 -3.58402 -3.84324
C 0.47124 -4.00500 -2.38478
C 1.47426 -5.15266 -2.28226
C -0.87881 -4.46443 -1.82764
N 1.04403 -2.84804 -1.68726
N 1.16656 -3.07620 -0.26109
H -0.10383 -4.40234 -4.43593
H 1.27989 -3.29606 -4.26318
H -0.35825 -2.72666 -3.92193
H 1.13868 -6.00987 -2.87269
H 1.57936 -5.46990 -1.24307
H 2.45177 -4.83050 -2.64888
H -1.21925 -5.36816 -2.34373
H -1.63519 -3.68871 -1.94554
H -0.77892 -4.68170 -0.76532
H 0.43057 -2.04184 -1.78945
H 1.04650 -2.15158 0.18234
H 2.15787 -3.24577 -0.10066
N 1.90370 -0.37215 1.04486
P 3.37792 -0.17777 0.78399
C 4.44293 -1.64494 1.16752
C 5.68025 -1.91324 0.58947
C 6.38481 -3.06440 0.92406
C 5.85441 -3.96196 1.84009
C 4.61452 -3.70752 2.41559
C 3.91435 -2.55887 2.07716
C 3.99270 0.25338 -0.90480
C 4.79874 1.35038 -1.19437
C 5.13138 1.66015 -2.50936
C 4.66183 0.87308 -3.54948
C 3.85218 -0.22237 -3.27014
C 3.51772 -0.52634 -1.96059
C 4.16493 1.15890 1.79218
C 5.46147 1.16367 2.29688
C 5.92708 2.24262 3.04042
C 5.09871 3.33184 3.27414
C 3.80185 3.33442 2.77209
C 3.33300 2.25131 2.04275
H 6.09020 -1.22382 -0.14071
H 7.34398 -3.26560 0.46001
H 6.39911 -4.86386 2.09580
H 4.18901 -4.41348 3.11977
H 2.92924 -2.34855 2.48258
H 5.16019 1.98105 -0.39142
H 5.74569 2.52891 -2.71912
H 4.90784 1.12242 -4.57563
H 3.45301 -0.82709 -4.07655
H 2.84268 -1.35435 -1.76660
H 6.11531 0.31721 2.11482
H 6.93695 2.23290 3.43648
H 5.46183 4.17621 3.84985
H 3.15125 4.18280 2.95042
H 2.32189 2.22638 1.64354
```

* total charge: -2
* HOMO: -0.094 eV
* LUMO level: 3.92 eV
* frontier orbital gap: 4.016 eV


#2 ends up most stable, edging out the next structure by 0.0609 hartree.